[1]
This record from the Open Molecules 2025 dataset describes a molecular structure, C24H49AlBBr2Cl2LiN4O16P2S2SiV. The level of theory is ωB97M-V/def2-TZVPD.

## Properties
E_LUMO in eV: -6.647
Net charge: +1
HOMO energy in eV: -7.37

Element x y z (Å)
C1 2.4332 -2.3470 6.7494
N1 1.7695 -2.4623 5.4285
C2 2.6886 -2.1941 4.3390
C3 2.1194 -1.2738 3.2874
N2 1.8576 -0.0065 3.3465
O1 2.0795 0.7855 4.4624
C4 1.3278 0.4540 5.6612
O2 1.9978 0.4534 6.6456
C5 -0.1129 0.2348 5.7081
C6 -0.7938 -0.7365 5.0288
C7 -2.1559 -0.8750 5.2005
C8 -2.8545 -0.0409 6.0277
C9 -2.1638 0.9185 6.7350
C10 -0.8221 1.0614 6.5724
C11 1.4018 0.6101 2.0812
B1 2.8295 1.2687 1.5458
N3 2.8968 2.6206 1.0343
O3 4.0032 0.5675 1.6716
Si1 0.1806 2.0981 2.1266
C12 -1.5102 1.7176 2.8790
C13 -0.1488 2.7301 0.4017
C14 0.8775 3.5646 3.1379
C15 1.0964 -0.4837 1.0346
S1 1.9126 -0.3173 -0.6172
P1 -0.6738 -0.9374 0.4848
O4 -0.6339 -1.9228 -0.5875
S2 1.8169 -2.0032 1.7993
H1 3.1239 -1.5162 6.7594
H2 1.6701 -2.1018 7.4745
H3 2.9844 -3.2412 7.0211
H4 1.5122 -3.4364 5.3752
H5 3.6588 -1.8417 4.6734
H6 2.9003 -3.1182 3.8077
H7 -0.2451 -1.4020 4.2976
H8 -2.6872 -1.6102 4.6403
H9 -3.9193 -0.1320 6.1202
H10 -2.6984 1.5556 7.4252
H11 -0.2873 1.8025 7.1467
H12 2.5213 2.6197 0.0866
H13 3.8744 2.8688 0.9187
H14 4.1308 -0.0766 0.9722
H15 -1.5205 2.1367 3.8806
H16 -1.8023 0.6470 2.8546
H17 -2.2611 2.2450 2.3027
H18 -1.2017 2.6447 0.1751
H19 0.1977 3.7443 0.2565
H20 0.3521 2.1057 -0.3343
H21 1.6663 3.2362 3.8204
H22 0.1085 4.1335 3.6478
H23 1.3661 4.2105 2.4099
H24 3.0176 -1.0579 -0.4566
H25 -1.4642 -1.5143 1.7525
H26 -1.3569 0.1866 0.0275
O5 -2.9754 -5.4296 -0.9264
Cl1 -2.4686 -4.1187 -1.1688
O6 -1.7367 -3.7102 0.0490
O7 -3.5368 -3.1778 -1.3597
O8 -1.5678 -4.1059 -2.2742
Cl2 -1.0089 -2.0887 7.5239
Al1 3.0304 4.1601 4.6024
Br1 -3.0243 -0.7456 1.7105
C16 -5.6803 -5.2841 -5.5271
C17 -5.4897 -4.5550 -4.2137
O9 -4.5372 -4.7556 -3.4896
N4 -6.4434 -3.6427 -3.8578
C18 -7.6419 -3.2673 -4.5814
H27 -4.8493 -5.9671 -5.6669
H28 -6.6079 -5.8580 -5.5160
H29 -5.6982 -4.5783 -6.3587
H30 -6.2540 -3.1954 -2.9747
H31 -7.6180 -2.1989 -4.8067
H32 -8.5223 -3.4713 -3.9683
H33 -7.7271 -3.8192 -5.5108
O10 2.7333 1.6173 -4.3529
P2 2.5065 2.1183 -5.7296
O11 3.1084 3.5923 -5.8561
C19 4.5403 3.7838 -5.7591
C20 5.2453 3.4370 -7.0512
O12 0.9005 2.4700 -5.7249
C21 0.0716 1.9402 -4.7040
C22 -0.1584 2.9971 -3.6461
O13 2.4971 1.7272 -7.2864
C23 2.2854 0.3441 -7.6826
C24 0.8252 -0.0581 -7.6083
H34 4.9372 3.1934 -4.9273
H35 4.7069 4.8349 -5.5304
H36 5.1816 2.3646 -7.2603
H37 6.2952 3.7166 -6.9909
H38 4.7849 3.9589 -7.8884
H39 0.5064 1.0390 -4.2717
H40 -0.8784 1.6501 -5.1585
H41 0.7844 3.3926 -3.2650
H42 -0.7335 2.5795 -2.8135
H43 -0.7115 3.8392 -4.0629
H44 2.9027 -0.3155 -7.0700
H45 2.6418 0.2683 -8.7074
H46 0.5003 -0.1833 -6.5743
H47 0.6695 -1.0072 -8.1207
H48 0.1928 0.7031 -8.0620
Br2 -0.9268 -3.1881 3.2407
Li1 0.0517 2.4323 8.7682
O14 6.2838 6.2456 -5.8461
H49 5.8904 6.6422 -5.0562
O15 -4.1544 -5.5845 8.9598
V1 -3.8308 -4.2524 8.0757
O16 -4.3515 -3.0622 7.0370

[2]
This record from the Open Molecules 2025 dataset describes a molecular structure, C24H49CdN5O4SSi. The level of theory is ωB97M-V/def2-TZVPD.

## Properties
E_LUMO in eV: -5.455
Net charge: +2
HOMO energy in eV: -12.91

Element x y z (Å)
Cd1 1.0258 1.0160 -0.5292
N1 2.8705 -3.4532 0.5608
C1 3.9558 -2.8891 1.3917
C2 4.5634 -1.6738 0.6947
C3 3.6255 -0.4692 0.5904
N2 2.6088 -0.6071 -0.5012
C4 2.9892 -0.1548 1.9465
C5 2.4132 -1.3430 2.7176
N3 1.0901 -1.7739 2.1531
C6 3.3961 -2.5102 2.7640
H1 3.2367 -3.7181 -0.3497
H2 1.2318 -2.4022 1.3504
H3 2.5524 -4.3263 0.9740
H4 4.7556 -3.6191 1.5449
H5 4.9279 -1.9521 -0.2983
H6 5.4446 -1.3619 1.2604
H7 4.2226 0.3999 0.3085
H8 2.1163 -1.4986 -0.4100
H9 3.1036 -0.6712 -1.3880
H10 2.2356 0.6342 1.8651
H11 3.7822 0.2553 2.5758
H12 2.2017 -1.0055 3.7319
H13 0.4894 -0.9464 1.7818
H14 0.5484 -2.2903 2.8439
H15 2.9303 -3.3796 3.2368
H16 4.2252 -2.2228 3.4137
N4 1.2925 8.0288 0.9237
C7 1.1722 7.4376 -0.2740
S1 0.8589 8.1981 -1.6824
C8 1.2616 5.9447 -0.2615
C9 1.9840 5.2810 -1.2503
C10 1.9803 3.9067 -1.2748
N5 1.2893 3.1708 -0.3844
C11 0.5988 3.8054 0.5755
C12 0.5739 5.1814 0.6777
H17 1.2289 9.0340 0.9712
H18 1.6249 7.5370 1.7359
H19 2.5177 5.8441 -2.0027
H20 2.5308 3.3677 -2.0350
H21 0.0396 3.1814 1.2631
H22 -0.0173 5.6462 1.4550
C13 -0.6878 -4.5463 -0.1548
C14 -0.9846 -3.3063 -0.9815
C15 -0.0652 -3.2203 -2.1910
C16 -2.4459 -3.2911 -1.3982
O1 -0.6774 -2.1724 -0.1227
Si1 -1.2648 -0.6429 -0.0808
O2 -0.2922 0.1135 0.9806
O3 -0.8201 0.0867 -1.5488
C17 -1.5620 0.9345 -2.4972
C18 -2.1435 2.1278 -1.7576
C19 -0.5243 1.3724 -3.5161
C20 -2.6485 0.1004 -3.1506
O4 -2.8524 -0.4789 0.0832
C21 -3.7131 -0.5932 1.2541
C22 -5.0665 -1.0504 0.7436
C23 -3.1197 -1.6028 2.2271
C24 -3.7967 0.7874 1.8861
H23 -0.8636 -5.4492 -0.7392
H24 -1.3292 -4.5812 0.7270
H25 0.3560 -4.5469 0.1636
H26 -0.2332 -4.0606 -2.8648
H27 0.9807 -3.2493 -1.8724
H28 -0.2419 -2.2955 -2.7419
H29 -2.6611 -4.1626 -2.0167
H30 -2.6910 -2.4004 -1.9765
H31 -3.0957 -3.3254 -0.5236
H32 -1.3554 2.7126 -1.2737
H33 -2.8597 1.8060 -1.0032
H34 -2.6538 2.7874 -2.4597
H35 0.2510 1.9906 -3.0433
H36 -0.9813 1.9845 -4.2930
H37 -0.0543 0.5091 -3.9881
H38 -3.3617 -0.2510 -2.4058
H39 -2.2176 -0.7533 -3.6754
H40 -3.1896 0.7065 -3.8774
H41 -5.0112 -2.0541 0.3216
H42 -5.4281 -0.3690 -0.0264
H43 -5.7900 -1.0614 1.5589
H44 -2.9861 -2.5734 1.7467
H45 -3.7826 -1.7347 3.0820
H46 -2.1573 -1.2432 2.6046
H47 -4.2147 1.5045 1.1789
H48 -2.8036 1.1255 2.1893
H49 -4.4394 0.7645 2.7664

[3]
This record from the Open Molecules 2025 dataset describes 5 unconnected molecules or ions with the total composition C24H49F4NO18P4S. The level of theory is ωB97M-V/def2-TZVPD.

## Properties
Structure (SMILES): Cc1ccccc1CN(CCC(F)=C(F)F)S(=O)(=O)F.COP(=O)(OC)OC.COP(=O)(OC)OC.COP(=O)(OC)OC.COP(=O)(OC)OC
E_LUMO in eV: -0.962
HOMO energy in eV: -8.93

Element x y z (Å)
C1 -4.5444 3.6415 -0.7698
C2 -4.5718 2.3583 -1.5893
C3 -5.5120 2.3315 -2.6154
C4 -5.6124 1.2283 -3.4421
C5 -4.7883 0.1356 -3.2488
C6 -3.8682 0.1666 -2.2124
C7 -3.7369 1.2627 -1.3607
C8 -2.6987 1.2079 -0.2246
N1 -2.0086 -0.0884 -0.2298
C9 -0.5671 0.0241 0.1260
C10 0.2167 0.0999 -1.1986
C11 0.3503 -1.2167 -1.8976
F1 0.2221 -1.1890 -3.2446
C12 0.6394 -2.4076 -1.3652
F2 1.5365 -3.1962 -1.9516
F3 0.0903 -2.9577 -0.3093
S1 -2.8162 -1.2524 0.6237
O1 -2.8191 -2.4478 -0.1408
O2 -4.1117 -0.8046 0.9870
F4 -1.9915 -1.5448 1.9268
H1 -4.4242 4.5113 -1.4145
H2 -5.5101 3.7340 -0.2678
H3 -3.7581 3.6153 -0.0162
H4 -6.1735 3.1719 -2.7861
H5 -6.3160 1.1810 -4.2652
H6 -4.8420 -0.7518 -3.8640
H7 -3.2472 -0.7104 -2.0960
H8 -3.2393 1.4049 0.7041
H9 -1.9824 2.0225 -0.3427
H10 -0.2019 -0.8388 0.6720
H11 -0.3700 0.9563 0.6573
H12 1.2286 0.4520 -0.9765
H13 -0.2303 0.8093 -1.8974
C13 1.4818 5.1062 4.6161
O3 1.4792 5.3514 3.1879
P1 0.3628 4.5385 2.3001
O4 0.9763 3.1960 2.1239
O5 0.5677 5.4950 1.0140
C14 1.8547 5.5681 0.4056
O6 -1.2012 4.2401 1.9022
C15 -2.1956 5.2126 2.2735
H14 2.2078 5.7700 5.0743
H15 0.5018 5.3163 5.0402
H16 1.7610 4.0729 4.8213
H17 2.4187 4.6476 0.5555
H18 2.4110 6.4120 0.8142
H19 1.7086 5.7258 -0.6613
H20 -1.9837 6.1708 1.7946
H21 -2.2454 5.3504 3.3545
H22 -3.1529 4.8340 1.9251
C16 4.8742 6.6419 8.3794
O7 3.6707 6.9258 9.1192
P2 2.5620 5.7028 9.2428
O8 1.8595 5.7663 7.9374
O9 1.7975 6.4773 10.4383
C17 1.2660 7.7783 10.1958
O10 2.0501 4.2544 9.8287
C18 2.7896 3.6701 10.9240
H23 5.5267 7.5073 8.4594
H24 5.3886 5.7751 8.7935
H25 4.6383 6.4658 7.3289
H26 1.0078 7.9137 9.1457
H27 1.9878 8.5370 10.4990
H28 0.3670 7.8861 10.7991
H29 2.7732 4.3308 11.7928
H30 3.8210 3.4715 10.6296
H31 2.3123 2.7295 11.1840
C19 5.3215 -6.7801 -1.1549
O11 5.2961 -6.5306 -2.5731
P3 4.1760 -7.3696 -3.4546
O12 4.8127 -8.6959 -3.6238
O13 4.3484 -6.3911 -4.7277
C20 5.6282 -6.2831 -5.3473
O14 2.6105 -7.6875 -3.8417
C21 1.6146 -6.7196 -3.4472
H32 6.0451 -6.1020 -0.7101
H33 4.3442 -6.5915 -0.7104
H34 5.6254 -7.8093 -0.9594
H35 6.2119 -7.1940 -5.2167
H36 6.1712 -5.4338 -4.9318
H37 5.4682 -6.1132 -6.4102
H38 1.8206 -5.7517 -3.9102
H39 1.5950 -6.6112 -2.3620
H40 0.6432 -7.0754 -3.7817
C22 -1.1577 -3.9559 -4.7925
O15 -2.3901 -4.4444 -5.3573
P4 -2.3600 -4.8606 -6.9569
O16 -2.4797 -3.5539 -7.6437
O17 -3.7531 -5.6696 -6.8390
C23 -4.9257 -4.9677 -6.4330
O18 -1.8287 -5.8387 -8.1658
C24 -1.2532 -7.1109 -7.7962
H41 -1.3065 -3.8032 -3.7258
H42 -0.3601 -4.6855 -4.9375
H43 -0.8817 -3.0070 -5.2536
H44 -4.8728 -3.9137 -6.7052
H45 -5.0621 -5.0643 -5.3554
H46 -5.7755 -5.4225 -6.9382
H47 -1.9826 -7.7204 -7.2588
H48 -0.3650 -6.9674 -7.1788
H49 -0.9653 -7.6249 -8.7091

[4]
This record from the Open Molecules 2025 dataset describes 3 unconnected molecules or ions with the total composition C24H49FN2O4. The level of theory is ωB97M-V/def2-TZVPD.

## Properties
E_LUMO (alpha / beta) in eV: 0.732 / 0.325
Multiplicity: 3
HOMO energy (alpha / beta) in eV: -8.40 / -9.16
<S²>: 2.008

Element x y z (Å)
C1 4.3667 -3.3077 2.1112
O1 3.2858 -3.7422 2.9154
C2 2.0624 -3.7883 2.2546
C3 1.3721 -2.4113 2.0868
O2 2.1610 -1.3644 2.6086
C4 2.4929 -0.3864 1.6348
C5 0.0116 -2.3928 2.7911
C6 -1.0478 -3.1102 1.9928
F1 -0.3556 -1.0737 2.9354
H1 4.6468 -2.3064 2.4164
H2 4.0837 -3.2443 1.0710
H3 5.2219 -3.9538 2.2473
H4 2.1450 -4.2644 1.2836
H5 1.4015 -4.4231 2.8330
H6 1.1770 -2.2537 1.0315
H7 3.2317 0.2670 2.0722
H8 1.6145 0.1968 1.3713
H9 2.9362 -0.8327 0.7524
H10 0.1567 -2.8313 3.7722
H11 -0.7045 -3.3882 1.0073
H12 -1.3901 -3.9799 2.5322
H13 -1.8938 -2.4462 1.9322
C7 -1.7839 -2.1862 -4.2901
C8 -1.2999 -2.1844 -2.8146
C9 -1.4249 -0.7822 -2.2078
C10 -0.3738 0.2041 -2.7074
C11 1.0295 -0.3716 -2.5283
C12 1.1923 -1.7526 -3.1659
N1 0.1075 -2.6760 -2.7202
O3 0.3564 -3.1161 -1.5358
C13 1.2067 -1.6093 -4.6996
C14 2.5515 -2.3319 -2.7924
C15 -2.2268 -3.1147 -2.0478
H14 -1.8828 -1.1811 -4.7019
H15 -1.1161 -2.7507 -4.9379
H16 -2.7579 -2.6644 -4.3840
H17 -1.3380 -0.8526 -1.1185
H18 -2.4260 -0.3975 -2.4122
H19 -0.5532 0.4600 -3.7560
H20 -0.4588 1.1378 -2.1478
H21 1.7693 0.3094 -2.9543
H22 1.2471 -0.4368 -1.4568
H23 1.2236 -2.5884 -5.1804
H24 2.1034 -1.0741 -5.0113
H25 0.3604 -1.0508 -5.0934
H26 2.7007 -2.3709 -1.7148
H27 3.3399 -1.7064 -3.2093
H28 2.6718 -3.3403 -3.1915
H29 -2.1554 -4.1465 -2.3969
H30 -3.2617 -2.7966 -2.1689
H31 -2.0185 -3.1059 -0.9793
C16 -2.8641 3.9026 2.7316
C17 -1.7791 2.8464 2.3838
C18 -0.4583 3.1852 3.0793
C19 0.2784 4.3707 2.4599
C20 0.4604 4.1660 0.9565
C21 -0.8543 3.8703 0.2342
N2 -1.5909 2.7588 0.9031
O4 -1.0792 1.6244 0.5734
C22 -1.7066 5.1525 0.1816
C23 -0.5705 3.5036 -1.2177
C24 -2.2760 1.5130 2.9252
H32 -2.4471 4.8032 3.1850
H33 -3.4376 4.2021 1.8565
H34 -3.5907 3.5007 3.4359
H35 0.1992 2.3103 3.0420
H36 -0.6547 3.3772 4.1357
H37 -0.2582 5.3030 2.6576
H38 1.2561 4.4786 2.9337
H39 0.9225 5.0503 0.5128
H40 1.1577 3.3372 0.7964
H41 -2.6907 4.9463 -0.2416
H42 -1.2222 5.8916 -0.4563
H43 -1.8450 5.6242 1.1518
H44 0.1261 2.6709 -1.3036
H45 -0.1252 4.3567 -1.7284
H46 -1.4903 3.2371 -1.7418
H47 -3.1947 1.2006 2.4242
H48 -2.4871 1.6024 3.9905
H49 -1.5363 0.7280 2.8109

[5]
This record from the Open Molecules 2025 dataset describes 4 unconnected molecules or ions with the total composition C24H49N3O9. The level of theory is ωB97M-V/def2-TZVPD.

## Properties
Structure (SMILES): CCCCCCCCCCCCCCCCCC[C@H]1COC(=O)O1.C[N+](=O)[O-].C[N+](=O)[O-].C[N+](=O)[O-]
E_LUMO in eV: -0.213
Energy relative to the best compared isomer or geometry (same formula, charge and spin) in kcal per mole: 98.5
HOMO energy in eV: -10.24

Element x y z (Å)
C1 -1.0793 -0.2979 2.0113
C2 -2.0762 0.8312 1.9591
C3 -1.7121 2.0610 2.7584
C4 -0.7126 2.9826 2.1132
C5 0.7234 2.5044 2.1878
C6 1.5619 2.7912 0.9656
C7 1.0352 2.2167 -0.3495
C8 1.7792 0.9880 -0.7890
C9 2.8956 1.2357 -1.7988
C10 4.1106 0.4106 -1.4499
C11 4.2085 -1.0379 -1.9743
C12 3.0201 -1.6640 -2.6668
C13 2.0433 -2.3514 -1.7674
C14 0.9341 -2.9612 -2.6090
C15 -0.0032 -1.9746 -3.3087
C16 -1.4450 -2.0469 -2.8123
C17 -2.1604 -0.7158 -2.6677
C18 -1.7539 0.3071 -3.6986
C19 -2.6711 1.4658 -3.6937
C20 -2.2388 2.4538 -2.6782
O1 -2.8243 3.6765 -3.1156
C21 -3.1612 3.4595 -4.3880
O2 -3.8619 4.0918 -4.9460
O3 -2.5722 2.3484 -4.8340
H1 -0.1850 -0.0602 1.4921
H2 -0.8703 -0.5393 3.0283
H3 -1.4855 -1.1351 1.4908
H4 -2.9833 0.4550 2.3879
H5 -2.3276 1.0805 0.9551
H6 -1.4239 1.7814 3.7549
H7 -2.6199 2.6198 2.8586
H8 -0.7552 3.9109 2.6378
H9 -1.0272 3.1933 1.1152
H10 0.7974 1.4899 2.4735
H11 1.1660 3.0383 2.9893
H12 1.6171 3.8561 0.8742
H13 2.5663 2.4749 1.1420
H14 0.0227 1.9278 -0.1916
H15 1.0386 2.9899 -1.0844
H16 2.1435 0.4394 0.0487
H17 1.0648 0.3448 -1.2630
H18 2.5712 1.1531 -2.8134
H19 3.1857 2.2572 -1.6665
H20 4.2283 0.4255 -0.3888
H21 4.9585 0.9276 -1.8413
H22 4.5148 -1.6432 -1.1536
H23 5.0138 -1.0783 -2.6709
H24 2.5163 -1.0198 -3.3490
H25 3.4253 -2.4482 -3.2711
H26 2.5132 -3.1628 -1.2588
H27 1.6726 -1.6892 -1.0097
H28 0.3728 -3.6481 -2.0096
H29 1.4356 -3.5131 -3.3686
H30 -0.0138 -2.3053 -4.3180
H31 0.4092 -0.9918 -3.2612
H32 -1.4122 -2.5310 -1.8644
H33 -2.0097 -2.6741 -3.4661
H34 -3.2010 -0.9092 -2.8264
H35 -2.0985 -0.3379 -1.6690
H36 -1.7961 -0.1360 -4.6751
H37 -0.7749 0.6595 -3.4934
H38 -3.7123 1.2057 -3.6312
H39 -2.3747 2.1614 -1.6775
H40 -1.2076 2.5995 -2.9104
C22 1.3989 1.7726 7.2011
N1 1.0458 2.1053 5.7935
O4 1.4964 1.4025 4.9094
O5 0.3172 3.0647 5.6228
H41 2.0430 0.9025 7.1999
H42 1.9088 2.6319 7.6253
H43 0.4717 1.5699 7.7228
C23 -2.8009 0.0801 7.0808
N2 -1.9182 -0.3271 8.2138
O6 -2.1637 -1.3665 8.7805
O7 -0.9999 0.4288 8.4893
H44 -3.5631 -0.6770 6.9508
H45 -3.2404 1.0381 7.3380
H46 -2.1785 0.1643 6.1950
C24 -0.1959 -6.9516 -3.6256
N3 -0.0066 -5.6789 -4.3788
O8 1.0217 -5.5433 -5.0101
O9 -0.9027 -4.8615 -4.3038
H47 0.6735 -7.5769 -3.7825
H48 -0.3087 -6.6948 -2.5772
H49 -1.0932 -7.4264 -4.0082

Going through the records in order, we get molar mass values of 1130.23, 644.25, 871.60, 448.66, 523.67 g mol⁻¹.